Record 1
Density functional theory data (ωB97M-V/def2-TZVPD) for a cluster of 15 separate species, C63H166N10O19 in total in a non-equilibrium geometry.

Frontier orbital gap (eV): 8.749
ΔE to the lowest compared entry with this formula, charge and spin (eV): 0.0000
HOMO energy (eV): -8.2

XYZ file:
```
258
C63H166N10O19 (ωB97M-V/def2-TZVPD)
C -2.756 -3.719 7.333
C -1.821 -3.597 6.203
C -1.818 -2.303 5.369
O -0.535 -3.860 6.673
H -3.716 -3.494 6.868
H -2.566 -2.943 8.075
H -2.675 -4.738 7.711
H -2.008 -4.468 5.575
H -2.810 -2.134 4.951
H -1.000 -2.161 4.663
H -1.714 -1.534 6.135
H 0.065 -3.936 5.927
C 4.531 -4.621 -1.212
C 4.156 -4.578 0.339
C 3.199 -5.717 0.602
O 5.250 -4.774 1.118
H 4.517 -5.610 -1.671
H 5.451 -4.089 -1.455
H 3.724 -4.052 -1.675
H 3.680 -3.628 0.583
H 3.065 -5.926 1.663
H 3.606 -6.648 0.206
H 2.261 -5.495 0.092
H 5.820 -5.336 0.587
C 1.260 2.717 5.573
C 0.538 1.690 4.584
C -0.725 1.084 5.105
O 0.238 2.408 3.402
H 0.675 3.633 5.656
H 2.261 3.006 5.253
H 1.422 2.338 6.582
H 1.225 0.882 4.332
H -0.512 0.642 6.079
H -1.187 0.369 4.425
H -1.396 1.900 5.376
H -0.603 2.088 3.069
C 4.305 -1.717 -3.451
C 4.517 -0.801 -4.667
C 3.343 0.204 -4.913
O 5.688 -0.110 -4.395
H 4.261 -1.185 -2.501
H 5.062 -2.501 -3.448
H 3.362 -2.258 -3.522
H 4.761 -1.393 -5.549
H 2.876 0.540 -3.988
H 2.590 -0.190 -5.597
H 3.648 1.116 -5.426
H 5.918 0.386 -5.184
C 3.741 4.472 2.279
C 3.538 3.093 1.679
C 3.859 2.038 2.724
O 2.183 3.062 1.247
H 3.006 4.713 3.048
H 3.473 5.190 1.504
H 4.688 4.715 2.761
H 4.199 2.985 0.819
H 4.902 2.196 2.998
H 3.633 1.033 2.367
H 3.287 2.191 3.639
H 1.583 3.187 1.986
C 1.654 -5.542 4.526
O 1.338 -4.174 4.364
C 1.833 -3.577 3.115
C 2.049 -2.059 3.172
N 3.310 -1.504 3.766
C 3.572 -1.754 5.167
C 2.608 -1.096 6.089
O 2.826 0.333 6.160
C 3.845 0.702 6.996
H 2.633 -5.642 4.994
H 1.585 -6.086 3.584
H 0.874 -5.915 5.190
H 1.242 -3.884 2.252
H 2.869 -3.878 2.960
H 1.171 -1.588 3.614
H 1.962 -1.843 2.107
H 3.263 -0.498 3.694
H 4.569 -1.341 5.316
H 3.662 -2.834 5.286
H 2.718 -1.549 7.074
H 1.556 -1.280 5.871
H 3.704 0.184 7.945
H 3.782 1.736 7.336
H 4.820 0.558 6.532
C 4.125 2.799 -2.234
O 5.112 3.440 -1.385
C 6.226 3.992 -2.075
C 5.776 5.229 -2.912
N 5.162 6.292 -2.063
C 6.136 6.843 -1.069
C 5.354 7.832 -0.203
O 4.468 7.017 0.577
C 3.799 7.849 1.521
H 3.776 3.500 -2.992
H 3.257 2.454 -1.673
H 4.610 1.888 -2.585
H 6.713 3.272 -2.734
H 7.026 4.220 -1.370
H 5.113 5.037 -3.756
H 6.672 5.718 -3.294
H 4.382 5.912 -1.546
H 7.021 7.368 -1.429
H 6.472 6.021 -0.437
H 4.808 8.371 -0.977
H 6.024 8.487 0.355
H 4.503 8.417 2.130
H 3.185 7.270 2.210
H 3.138 8.522 0.976
C 1.252 3.819 -4.800
O 0.651 3.865 -3.507
C 1.016 5.027 -2.755
C 0.782 4.761 -1.245
N -0.647 4.724 -0.908
C -0.950 4.309 0.460
C -2.450 4.021 0.733
O -2.851 2.850 0.005
C -4.259 2.665 0.076
H 1.073 4.763 -5.314
H 0.808 3.018 -5.391
H 2.327 3.679 -4.694
H 0.353 5.819 -3.103
H 2.058 5.280 -2.950
H 1.193 5.547 -0.613
H 1.282 3.809 -1.064
H -1.221 4.229 -1.576
H -0.658 5.076 1.177
H -0.317 3.489 0.799
H -3.086 4.859 0.447
H -2.477 3.916 1.818
H -4.531 1.722 -0.399
H -4.828 3.424 -0.461
H -4.532 2.554 1.125
C -8.609 0.401 -8.701
O -7.407 0.244 -7.966
C -6.390 -0.538 -8.687
C -5.214 -0.878 -7.677
N -4.684 0.379 -7.138
C -4.183 0.131 -5.797
C -3.278 1.318 -5.327
O -2.766 0.976 -4.011
C -1.861 1.997 -3.537
H -8.502 0.974 -9.622
H -9.339 0.924 -8.083
H -9.035 -0.543 -9.043
H -6.030 0.028 -9.546
H -6.777 -1.448 -9.145
H -4.503 -1.446 -8.278
H -5.616 -1.573 -6.940
H -5.477 1.000 -7.060
H -3.662 -0.825 -5.842
H -4.895 0.078 -4.973
H -3.855 2.241 -5.273
H -2.470 1.486 -6.039
H -1.205 2.334 -4.339
H -1.179 1.608 -2.782
H -2.353 2.874 -3.116
C 0.344 -5.098 -2.464
C 0.645 -3.580 -2.267
C -0.368 -2.662 -2.930
O -0.027 -2.555 -4.296
C -0.623 -1.423 -4.890
N 0.645 -3.437 -0.855
H 0.327 -5.398 -3.512
H -0.684 -5.384 -2.243
H 1.076 -5.732 -1.964
H 1.616 -3.327 -2.693
H -0.249 -1.676 -2.481
H -1.406 -2.919 -2.721
H -0.430 -1.496 -5.960
H -0.108 -0.539 -4.513
H -1.704 -1.414 -4.746
H 1.406 -3.967 -0.454
H 0.802 -2.505 -0.496
C -7.996 1.183 -5.013
C -7.891 1.633 -3.515
C -6.449 1.302 -3.024
O -6.334 -0.088 -2.737
C -5.090 -0.605 -2.293
N -8.230 3.073 -3.521
H -9.016 1.323 -5.371
H -7.628 0.188 -5.263
H -7.463 1.885 -5.654
H -8.771 1.202 -3.037
H -6.338 1.785 -2.054
H -5.608 1.617 -3.642
H -4.533 -0.928 -3.172
H -5.242 -1.416 -1.581
H -4.572 0.115 -1.660
H -7.485 3.462 -4.081
H -9.128 3.218 -3.960
C -2.010 -0.609 0.192
C -1.106 -0.077 1.247
C 0.258 0.355 0.780
O 0.872 -0.794 0.170
C 2.130 -0.523 -0.446
N -1.772 1.048 1.903
H -2.920 -1.110 0.521
H -1.437 -1.371 -0.336
H -2.292 0.183 -0.502
H -0.981 -0.861 1.994
H 0.909 0.697 1.584
H 0.028 1.078 -0.003
H 2.688 -1.405 -0.758
H 2.827 -0.116 0.286
H 1.969 0.254 -1.194
H -1.933 1.747 1.192
H -2.697 0.721 2.144
C -4.858 0.917 4.011
C -5.213 -0.456 3.388
C -6.576 -1.063 3.833
O -6.705 -2.307 3.195
C -7.825 -2.982 3.653
N -5.145 -0.220 1.969
H -4.723 0.946 5.092
H -5.570 1.723 3.834
H -3.879 1.229 3.644
H -4.348 -1.078 3.618
H -7.409 -0.399 3.601
H -6.534 -1.218 4.911
H -8.716 -2.386 3.852
H -7.563 -3.372 4.637
H -8.077 -3.731 2.903
H -5.416 -1.091 1.536
H -5.865 0.395 1.619
C -1.833 -3.983 2.355
C -2.329 -4.815 1.186
C -3.255 -4.074 0.232
O -4.167 -4.941 -0.410
C -5.146 -4.315 -1.198
N -1.219 -5.412 0.450
H -1.301 -4.650 3.033
H -2.701 -3.665 2.933
H -1.244 -3.118 2.053
H -2.887 -5.671 1.565
H -2.745 -3.459 -0.509
H -3.950 -3.380 0.705
H -4.726 -3.821 -2.074
H -5.743 -3.558 -0.690
H -5.874 -5.096 -1.422
H -1.597 -5.961 -0.309
H -0.748 -4.639 0.002
C 7.865 -2.750 2.232
C 6.633 -1.824 2.471
C 6.026 -1.214 1.198
O 6.706 -0.032 0.814
C 6.017 0.644 -0.215
N 5.734 -2.708 3.221
H 8.619 -2.215 1.655
H 7.579 -3.599 1.611
H 8.264 -3.118 3.177
H 6.821 -0.956 3.103
H 5.011 -0.908 1.453
H 5.899 -1.939 0.393
H 6.720 1.435 -0.477
H 5.061 1.054 0.109
H 6.009 0.031 -1.116
H 5.579 -3.522 2.644
H 4.800 -2.324 3.234
```



Record 2
Density functional theory data (ωB97M-V/def2-TZVPD) for a cluster of 2 separate species, C5H10O in total in a non-equilibrium geometry.

Frontier orbital gap (eV): 10.447
ΔE to the lowest compared entry with this formula, charge and spin (eV): 1.7724
HOMO energy (eV): -9.6
SMILES: C=CC(=C)C.O

XYZ file:
```
16
C5H10O (ωB97M-V/def2-TZVPD)
C -1.680 -0.503 0.507
C -0.331 0.133 0.436
C 0.561 -0.032 1.411
C -0.043 2.096 -1.133
C 0.051 0.809 -0.815
H -1.964 -0.912 1.467
H -2.470 0.201 0.252
H -1.741 -1.330 -0.213
H 0.238 -0.637 2.251
H 1.347 0.681 1.657
H -0.523 2.832 -0.496
H 0.422 2.409 -2.056
H 0.579 0.237 -1.570
H 1.402 -1.766 0.054
H 2.556 -2.119 -0.922
O 1.597 -2.099 -0.830
```



Record 3
Density functional theory data (ωB97M-V/def2-TZVPD) for an isolated molecule of C9H9NO2 in a non-equilibrium geometry.

Frontier orbital gap (eV): 9.232
ΔE to the lowest compared entry with this formula, charge and spin (eV): 2.8587
HOMO energy (eV): -8.9
SMILES: O=C1c2ccccc2CCN1O

XYZ file:
```
21
C9H9NO2 (ωB97M-V/def2-TZVPD)
C -2.066 -1.416 -1.484
C -2.679 -0.426 -0.671
C -0.653 -1.560 -1.403
C -1.952 0.377 0.140
C 0.132 -0.614 -0.616
C -0.557 0.340 0.073
C 1.564 -0.770 -0.496
C 1.883 -0.076 0.875
C 0.144 1.454 0.754
N 1.503 1.324 0.843
O 2.052 2.167 1.770
O -0.308 2.488 1.189
H -2.669 -2.213 -1.854
H -3.664 -0.360 -0.445
H -0.201 -2.212 -2.163
H -2.213 1.337 0.633
H 1.822 -1.818 -0.349
H 2.190 -0.255 -1.270
H 1.326 -0.548 1.649
H 3.002 -0.170 1.078
H 1.345 2.951 1.748
```



Record 4
Density functional theory data (ωB97M-V/def2-TZVPD) for a structure of composition C37H52As3BaCl2FN8O5S in a non-equilibrium geometry.

Frontier orbital gap (eV): 7.154
ΔE to the lowest compared entry with this formula, charge and spin (eV): 0.5544
HOMO energy (eV): -7.1

XYZ file:
```
110
C37H52As3BaCl2FN8O5S (ωB97M-V/def2-TZVPD)
Ba 0.567 0.262 0.564
Cl -1.225 2.786 2.322
C -0.840 2.690 4.025
C -0.960 3.863 4.753
C -0.675 3.856 6.105
C -0.269 2.671 6.700
C -0.155 1.515 5.951
Cl 0.373 0.086 6.793
C -0.439 1.457 4.569
S -0.298 -0.019 3.655
H -1.273 4.770 4.251
H -0.759 4.764 6.688
H -0.031 2.635 7.755
C 1.816 -3.509 -1.651
As 2.151 -1.585 -1.743
C 3.917 -1.636 -0.904
C 2.830 -1.356 -3.572
C 1.828 -1.293 -4.733
C 0.745 -2.367 -4.603
C 1.150 0.080 -4.818
As 0.312 0.939 -3.247
C -0.609 2.283 -4.329
C -1.264 -0.217 -3.011
C 2.608 -1.437 -6.064
As 3.466 -3.079 -6.788
C 4.018 -4.182 -5.258
C 1.879 -4.124 -7.284
H 2.570 -4.071 -2.201
H 0.826 -3.759 -2.026
H 1.875 -3.779 -0.596
H 4.601 -2.239 -1.502
H 3.802 -2.079 0.083
H 4.321 -0.631 -0.789
H 3.532 -2.170 -3.729
H 3.418 -0.434 -3.540
H 0.114 -2.186 -3.728
H 1.177 -3.358 -4.497
H 0.100 -2.370 -5.484
H 0.382 0.042 -5.597
H 1.889 0.816 -5.147
H -1.181 1.808 -5.127
H 0.117 2.969 -4.764
H -1.280 2.851 -3.687
H -1.587 -0.641 -3.963
H -2.062 0.404 -2.612
H -1.068 -1.025 -2.304
H 3.410 -0.695 -6.070
H 1.945 -1.155 -6.889
H 4.890 -3.748 -4.769
H 4.316 -5.147 -5.671
H 3.232 -4.346 -4.527
H 1.250 -3.529 -7.946
H 1.293 -4.448 -6.428
H 2.214 -5.002 -7.837
C -3.450 1.070 -0.049
C -2.669 2.266 -0.480
N -1.365 2.295 -0.680
C -1.066 3.604 -1.010
C -2.193 4.357 -1.026
N -3.219 3.492 -0.706
C -4.631 3.845 -0.663
N -4.884 4.985 0.166
N -5.113 6.192 -0.410
N -5.254 7.069 0.508
C -5.119 6.444 1.738
C -5.184 6.965 3.034
C -5.009 6.083 4.074
C -4.775 4.707 3.843
C -4.709 4.186 2.570
C -4.883 5.098 1.526
H -2.787 0.208 -0.001
H -4.261 0.838 -0.743
H -3.877 1.221 0.946
H -0.055 3.915 -1.220
H -2.372 5.399 -1.235
H -5.192 2.990 -0.300
H -4.979 4.106 -1.658
H -5.369 8.018 3.198
H -5.051 6.441 5.094
H -4.628 4.048 4.689
H -4.505 3.139 2.402
F 2.951 -5.566 3.869
C 3.738 -4.533 3.559
C 3.324 -3.280 3.725
N 4.118 -2.189 3.433
C 3.523 -0.856 3.468
C 2.723 -0.610 2.214
O 2.810 0.519 1.646
O 1.982 -1.554 1.804
C 5.377 -2.344 2.884
O 6.082 -1.418 2.544
N 5.777 -3.666 2.759
C 5.058 -4.831 3.030
O 5.525 -5.929 2.834
H 2.336 -3.056 4.100
H 4.297 -0.107 3.580
H 2.831 -0.816 4.309
H 6.700 -3.794 2.377
C -1.827 -3.488 3.443
N -2.073 -2.636 2.289
C -3.169 -1.678 2.360
C -1.196 -2.568 1.301
O -1.226 -1.726 0.385
H -2.703 -4.104 3.646
H -1.600 -2.873 4.315
H -0.976 -4.137 3.241
H -3.884 -2.036 3.097
H -3.654 -1.605 1.387
H -2.793 -0.699 2.665
H -0.412 -3.332 1.346
```



Record 5
Density functional theory data (ωB97M-V/def2-TZVPD) for a structure of composition C26H34ClHoO2 in a non-equilibrium geometry.

Frontier orbital gap (alpha / beta) (eV): 5.984 / 5.975
Expectation value of S²: 6.0054
HOMO energy (alpha / beta) (eV): -6.1 / -6.1
Multiplicity: 5

XYZ file:
```
64
C26H34ClHoO2 (ωB97M-V/def2-TZVPD)
O -0.752 2.365 -1.828
C 0.498 2.786 -2.451
C -0.113 4.161 -2.748
H 0.653 2.016 -3.222
H 1.471 2.798 -1.928
C -1.561 3.499 -2.175
H 0.289 4.595 -3.734
H 0.157 4.842 -1.892
C -2.438 2.849 -3.227
H -2.141 1.865 -3.669
H -2.582 3.455 -4.130
H -3.408 2.603 -2.823
C -2.211 4.136 -0.887
H -1.535 4.639 -0.158
H -2.834 3.417 -0.264
H -2.869 4.979 -1.112
Ho -0.022 -0.712 0.147
C 0.571 1.457 2.189
C 1.674 0.600 2.343
C 2.441 0.621 1.142
H 1.929 0.106 3.282
C 1.837 1.581 0.275
C 0.626 2.015 0.878
H -0.032 2.811 0.545
H -0.100 1.770 2.983
H 3.391 0.133 0.956
H 2.383 2.085 -0.533
C -1.568 -0.860 2.066
C -2.009 0.419 1.619
C -2.586 0.292 0.343
H -2.066 1.327 2.229
C -2.472 -1.075 -0.052
C -1.909 -1.812 1.036
H -1.828 -2.888 1.133
H -1.204 -1.116 3.050
H -3.183 1.049 -0.171
H -2.807 -1.464 -1.012
O -0.443 -1.735 -1.727
C -0.827 -1.091 -3.147
C -0.024 -1.811 -4.214
H -0.403 -0.101 -3.082
H -1.903 -1.020 -3.289
C 0.997 -2.721 -3.515
H 0.475 -1.020 -4.809
H -0.660 -2.359 -4.926
C 0.723 -2.712 -1.991
H 1.998 -2.294 -3.724
H 1.012 -3.734 -3.974
H 1.566 -2.257 -1.478
H 0.590 -3.714 -1.639
Cl -0.945 -3.620 3.693
C 0.541 -2.882 4.053
C 0.893 -2.561 5.349
C 2.202 -2.109 5.611
C 3.144 -2.011 4.582
C 2.751 -2.241 3.261
C 1.418 -2.607 2.956
C 0.989 -2.625 1.613
H 0.131 -2.604 6.136
H 2.436 -1.794 6.606
H 4.192 -1.741 4.765
H 3.435 -2.168 2.425
H 0.214 -3.355 1.361
H 1.807 -2.464 0.900
```



Record 6
Density functional theory data (ωB97M-V/def2-TZVPD) for a structure of composition C4H8OS in a non-equilibrium geometry.

Frontier orbital gap (eV): 9.298
ΔE to the lowest compared entry with this formula, charge and spin (eV): 4.9677
HOMO energy (eV): -8.9

XYZ file:
```
14
C4H8OS (ωB97M-V/def2-TZVPD)
C -0.721 0.870 -0.388
C -0.229 -0.646 -0.014
C -1.195 -1.510 -0.131
C 1.083 -0.697 0.706
H -0.353 2.533 -0.089
H -0.361 1.238 -1.475
H -1.888 1.048 -0.099
H -1.211 -2.609 0.152
H -2.292 -1.171 -0.396
H 1.325 -1.784 0.449
H 1.119 -0.213 1.778
H 1.849 1.229 -0.766
O 0.131 1.871 0.493
S 2.742 -0.161 -0.222
```